A molecular structure, C4H10S in a non-equilibrium geometry, computed with ωB97M-V/def2-TZVPD.

Properties
- Net charge: 0
- Energy: -556.4006 a.u.
- HOMO energy: -0.334 Ha
- Relative energy (zero: lowest compared OMol25 entry of this formula, charge and spin): 113.83 kcal per mole
- Molar mass: 90.19 g mol⁻¹

Geometry (Å):
C 1.50 -0.76 0.29
C 0.59 0.07 -0.97
C -0.21 1.05 -0.20
C -1.28 0.48 0.74
H 2.71 -0.18 0.73
H 0.89 -1.15 1.32
H 2.02 -1.77 -0.18
H -0.43 -0.73 -1.13
H 0.96 0.37 -2.02
H 0.37 1.67 0.28
H -0.40 1.94 -0.92
H -1.70 1.16 1.46
H -0.75 -0.38 1.46
H -1.73 -1.35 -0.61
S -2.54 -0.41 -0.25

These are the natural (NBO) partial charges, in e, on atoms 1 to 2: C -0.6809; C -0.3876